No. 1
# C3H52BN4O24

A 23-piece molecular cluster, C3H52BN4O24 overall (ωB97M-V/def2-TZVPD, OMol25).

CARTESIAN COORDINATES (ANGSTROEM)
1 O -5.69 -3.25 -1.84
2 H -1.36 -1.61 1.94
3 H -3.74 5.67 -3.54
4 H 4.37 -3.23 0.67
5 O -4.24 0.53 -3.96
6 H 3.16 3.95 0.05
7 O 2.18 -4.04 -2.57
8 H 2.98 -4.03 1.99
9 H 5.41 -4.29 -3.56
10 H 3.31 -4.08 3.48
11 H 2.50 5.79 1.52
12 O 3.29 2.27 3.04
13 H -5.16 5.11 -3.66
14 H -3.30 -3.04 3.09
15 O -2.77 1.51 0.83
16 H -0.41 -2.16 4.50
17 O -5.01 4.49 2.34
18 O -2.18 -1.51 1.44
19 O 5.09 5.90 3.40
20 H -0.90 3.07 -0.60
21 H -3.77 -4.21 -0.64
22 H -3.38 1.27 3.17
23 H -4.91 6.44 0.17
24 N -1.60 -5.35 -0.39
25 O 3.41 -3.52 2.70
26 O 0.81 0.63 -2.13
27 H -3.45 0.37 -3.42
28 H 4.24 2.46 3.09
29 H -1.35 -0.52 -3.20
30 O -3.69 -3.87 3.41
31 H 6.14 -2.05 -4.29
32 C 4.32 -3.65 -0.45
33 H -2.80 0.54 0.77
34 H 0.18 0.45 -1.41
35 N 0.94 -5.35 -0.75
36 B 2.27 -4.72 -1.24
37 N -0.57 -3.30 -1.35
38 O -2.02 5.20 -1.38
39 H -1.63 0.77 -2.44
40 C -0.27 -4.71 -0.83
41 H -2.06 -2.09 0.68
42 O -0.28 2.44 -0.20
43 H 0.96 -6.33 -0.38
44 O 2.39 4.48 -0.19
45 H 1.51 -0.03 -1.99
46 H 7.66 -1.99 -4.21
47 H 0.27 2.15 -0.94
48 N -1.93 -3.01 -1.32
49 H -2.31 -2.09 -1.64
50 O -0.20 -2.24 3.56
51 H 2.19 -4.76 -3.28
52 H -6.40 -3.33 -2.49
53 O -4.60 5.66 -3.09
54 H 3.26 1.30 2.97
55 H 1.64 3.89 -0.03
56 O -1.72 -0.19 -2.37
57 O -3.75 1.60 4.00
58 C -2.59 -4.24 -0.74
59 H 4.08 -3.81 -2.98
60 O 2.93 -0.62 2.28
61 H 2.90 -1.59 2.22
62 H -4.91 0.79 -3.31
63 H 0.12 -2.58 -1.71
64 O 3.49 -4.86 -0.43
65 H -1.43 5.52 -0.69
66 H 3.21 6.28 2.79
67 O 6.89 -1.46 -4.45
68 O -3.94 6.35 0.18
69 H -1.82 1.71 0.89
70 H 3.88 -0.42 2.33
71 O 2.39 6.37 2.28
72 H -2.85 5.67 -1.22
73 H 6.04 6.10 3.46
74 H -3.11 -4.56 3.05
75 H -4.54 3.89 1.74
76 H 5.06 4.93 3.34
77 H 0.61 -2.76 3.54
78 H 5.41 -3.92 -0.87
79 O 4.71 -3.63 -3.69
80 H -3.67 2.57 3.93
81 H -3.75 5.99 1.06
82 H -4.86 4.12 3.22
83 H 3.91 -2.76 -1.10
84 H -5.21 -2.46 -2.12

## Properties
Energy above the lowest of the compared OMol25 structures with the same formula, charge and spin (kJ/mol): 521.88
Charge: +1
Spin multiplicity: 1
Lowest unoccupied orbital energy (eV): -4.653
Kohn-Sham gap (eV): 6.835

---

No. 2
# C3H5AgO5

C3H5AgO5 as an isolated structure (ωB97M-V/def2-TZVPD, OMol25).

CARTESIAN COORDINATES (ANGSTROEM)
1 O 1.20 -0.80 -1.47
2 C -2.53 -0.79 0.44
3 C 1.10 0.34 -0.78
4 Ag -0.69 0.88 1.20
5 O -2.76 -1.78 -0.24
6 H 2.80 1.22 0.21
7 O -2.03 -0.71 1.61
8 O 1.18 1.15 1.48
9 O -2.21 0.41 -0.21
10 H 0.82 1.21 -1.39
11 H 1.01 -1.61 -0.90
12 H 2.37 -0.41 0.78
13 H -2.20 0.34 -1.23
14 C 1.94 0.57 0.48

## Properties
Energy above the lowest of the compared OMol25 structures with the same formula, charge and spin (kJ/mol): 0.00
Charge: 0
Spin multiplicity: 3
Lowest unoccupied orbital energy (spin up / spin down) (eV): 0.123 / -3.059
Kohn-Sham gap (spin up / spin down) (eV): 8.451 / 6.633